ORCA calculation (wB97M-V/def2-TZVPD) on a molecular structure, C24H21N6Pt.

Properties
⟨S²⟩: 2.006
Strongest force on any atom: 0.44 eV/A
ΔE to the lowest compared entry with this formula, charge and spin: 0.907 eV
Charge: -1
Multiplicity: 3
E: -1374.98979 hartree

Each line ends with the Mulliken spin population.
Cartesian coordinates (Å):
Pt -0.33 -0.41 0.29  1.1966
N 2.94 -0.16 0.71  0.0111
C 3.41 0.79 -0.18  -0.0085
C 4.66 0.59 -0.78  -0.0044
C 5.20 1.52 -1.65  -0.0006
C 4.50 2.68 -1.95  0.0014
C 3.26 2.87 -1.35  0.0000
C 2.69 1.97 -0.46  0.0309
C 1.36 2.35 0.12  -0.0097
C 1.28 3.67 0.59  0.0055
C 0.08 4.27 0.93  0.0022
C -1.09 3.56 0.75  0.0147
C -1.03 2.25 0.30  -0.0462
C 0.18 1.58 0.06  0.3608
H 3.34 -1.07 0.59  0.0006
H 1.92 -0.17 0.75  0.0169
H 5.21 -0.31 -0.55  -0.0002
H 6.17 1.33 -2.10  0.0001
H 4.89 3.41 -2.64  -0.0001
H 2.69 3.76 -1.60  0.0009
H 2.21 4.23 0.69  0.0027
H 0.07 5.28 1.32  0.0018
H -2.05 4.02 0.95  0.0022
H -1.96 1.71 0.15  0.0046
C -4.09 -0.72 0.92  0.0052
C -3.98 -0.36 -0.52  0.0072
N -2.87 -0.33 -1.22  -0.0299
C -3.23 0.04 -2.50  0.0092
C -4.57 0.24 -2.57  0.0018
N -5.05 -0.02 -1.30  0.0011
H -3.10 -0.76 1.36  -0.0023
H -4.56 -1.69 1.04  0.0002
H -4.68 0.02 1.46  0.0002
H -2.49 0.15 -3.28  0.0035
H -5.22 0.54 -3.37  -0.0003
H -6.00 0.04 -0.99  -0.0004
C 0.44 -5.08 -0.91  0.0377
C -0.64 -4.39 -1.42  -0.0215
C -0.83 -3.04 -1.10  -0.0305
C 0.06 -2.36 -0.26  0.2341
C 1.14 -3.09 0.25  0.1045
C 1.34 -4.43 -0.07  -0.0177
H 0.59 -6.13 -1.15  0.0034
H -1.36 -4.89 -2.06  -0.0006
H -1.67 -2.51 -1.52  0.0014
H 1.83 -2.62 0.94  0.0186
H 2.18 -4.96 0.35  0.0003
N -1.40 -1.30 6.56  0.0027
C -0.76 -0.84 5.70  -0.0010
N 0.02 -0.27 4.80  0.0135
C -0.24 -0.44 3.55  0.0255
N -0.44 -0.52 2.40  0.0506

ORCA calculation (wB97M-V/def2-TZVPD) on a gas-phase ion, CH6N3O (charge +1) in a non-equilibrium geometry.

Properties
Strongest force on any atom: 4.82 eV/A
ΔE to the lowest compared entry with this formula, charge and spin: 2.681 eV
Charge: +1
E: -280.83482 hartree

Each line ends with the Mulliken charge.
Cartesian coordinates (Å):
N -0.40 -1.14 0.60  -0.5001
C 0.25 -0.15 -0.02  0.7258
N -0.56 1.09 0.07  -0.3165
N 0.93 -0.16 -1.18  -0.4504
O 1.53 0.15 0.05  -0.3633
H -0.43 -0.94 1.65  0.2578
H -0.24 -2.11 0.39  0.2731
H 0.14 1.88 0.11  0.3739
H -1.09 1.06 0.90  0.3145
H -1.25 1.27 -0.75  0.4015
H 1.13 -0.95 -1.83  0.2835

ORCA calculation (wB97M-V/def2-TZVPD) on a molecular structure, C35H28CaCl2N6O7S5 in a non-equilibrium geometry.

Properties
Strongest force on any atom: 2.57 eV/A
Charge: -2
E: -5794.94134 hartree

Each line ends with the Mulliken charge.
Cartesian coordinates (Å):
Ca 0.02 -1.01 -0.80  1.1210
S -2.67 -2.19 -0.50  -0.4462
C -3.34 -3.13 -1.80  0.2145
C -4.22 -4.23 -1.55  -0.7469
C -4.94 -4.85 -2.57  -0.3474
C -4.71 -4.51 -3.89  -0.6031
C -3.72 -3.58 -4.21  -0.4671
C -3.10 -2.88 -3.19  -0.0896
S -1.78 -1.67 -3.55  0.2019
C -2.55 -0.01 -3.78  -0.3733
C -1.33 0.60 -4.42  0.3384
C -1.12 0.44 -5.79  -0.7607
C 0.14 0.50 -6.28  -0.5050
C 1.20 0.70 -5.41  -0.6612
C 0.90 1.12 -4.11  0.7181
C 2.01 1.62 -3.30  -0.9669
S 1.76 1.55 -1.47  -0.1926
C 3.25 0.90 -0.86  -0.5403
C 4.37 1.57 -0.65  -1.0804
C 5.34 0.88 0.27  0.3261
C 5.18 -1.80 0.12  -0.8771
C 4.31 -2.45 -0.64  -1.7705
C 2.97 -1.82 -0.82  1.8432
S 1.81 -2.91 0.12  -0.1726
N -0.34 1.08 -3.64  -0.1262
H -4.46 -4.53 -0.57  0.4423
H -5.69 -5.63 -2.33  0.3066
H -5.18 -5.16 -4.61  0.2972
H -3.48 -3.38 -5.25  0.4031
H -2.87 0.37 -2.80  0.1109
H -3.38 -0.02 -4.50  0.4038
H -1.91 0.08 -6.40  0.3985
H 0.30 0.12 -7.31  0.3025
H 2.23 0.59 -5.70  0.4335
H 2.16 2.66 -3.54  0.7759
H 2.91 1.09 -3.49  0.4030
H 4.50 2.60 -1.00  0.4175
H 5.43 1.43 1.23  0.4084
H 6.11 -2.24 0.50  0.7690
H 4.57 -3.46 -1.00  0.3899
C 2.23 -0.69 3.48  -1.0128
C 2.86 -0.44 2.15  0.0947
N 2.26 -0.28 1.05  -0.0524
C 3.22 -0.42 -0.07  0.2049
C 4.63 -0.47 0.59  1.1662
N 4.24 -0.49 2.07  -0.3773
C 6.76 1.04 -0.20  0.2397
O 7.55 -0.03 -0.02  -0.5594
O 7.21 2.08 -0.64  -0.6229
C 2.54 -1.51 -2.28  -0.3443
O 3.43 -1.06 -3.02  -0.7399
O 1.29 -1.58 -2.53  -0.7955
H 1.15 -0.63 3.34  -0.0232
H 2.66 -0.05 4.25  0.3740
H 2.44 -1.76 3.84  0.2954
H 4.65 -1.24 2.63  0.3716
H 6.97 -0.77 0.06  0.4579
Cl -1.35 -4.82 2.29  -0.1358
C -2.04 -3.41 3.03  0.4848
Cl -3.61 -3.79 3.97  -0.2341
H -2.34 -2.81 2.22  -0.4003
H -1.32 -3.04 3.73  0.2528
O -4.59 3.08 7.79  -0.6871
S -3.22 3.19 7.37  1.1962
O -2.51 1.92 7.23  -0.6661
O -2.47 4.23 8.06  -0.7060
C -3.29 3.85 5.67  0.1055
N -3.92 4.99 5.48  -0.5218
C -3.89 5.47 4.25  -0.2581
C -3.22 4.91 3.20  -0.7180
C -2.64 3.68 3.49  0.5497
N -2.70 3.15 4.70  -0.3049
C -2.04 2.76 2.50  1.1637
C -1.42 1.63 2.96  -0.7328
C -1.03 0.67 2.05  -0.2502
N -1.18 0.76 0.70  0.3627
C -1.75 1.88 0.26  -0.4848
C -2.20 2.88 1.12  -1.0182
H -4.36 6.48 4.22  0.3597
H -3.20 5.33 2.19  0.3166
H -1.30 1.36 4.00  0.5917
H -0.62 -0.31 2.35  0.2069
H -1.90 2.07 -0.79  0.3439
H -2.64 3.78 0.72  0.2092

ORCA calculation (wB97M-V/def2-TZVPD) on a molecular structure, C3H6N2O in a non-equilibrium geometry.

Properties
Strongest force on any atom: 1.20 eV/A
ΔE to the lowest compared entry with this formula, charge and spin: 2.380 eV
Charge: 0
E: -302.60562 hartree

Each line ends with the Mulliken charge.
Cartesian coordinates (Å):
C -1.50 0.61 0.07  -0.7900
C 1.14 0.08 0.36  0.1236
C 0.05 -1.37 -0.28  0.0210
O 1.98 0.97 -0.21  -0.5053
N 1.30 -1.35 0.07  -0.7106
N -0.26 -0.05 -0.23  -0.1503
H 2.22 0.66 -1.09  0.3308
H 1.08 0.29 1.43  0.4075
H -0.58 -2.21 -0.55  0.3901
H -1.75 0.55 1.13  0.3119
H -1.41 1.66 -0.21  0.2806
H -2.30 0.15 -0.51  0.2907

ORCA calculation (wB97M-V/def2-TZVPD) on a molecular structure, C17H14Cl2IIrN2O5S in a non-equilibrium geometry.

Properties
⟨S²⟩: 8.785
Strongest force on any atom: 1.91 eV/A
ΔE to the lowest compared entry with this formula, charge and spin: 0.951 eV
Charge: +1
Multiplicity: 6
E: -2862.12791 hartree

Each line ends with the Mulliken spin population.
Cartesian coordinates (Å):
Ir -0.26 -1.14 -0.65  2.5166
O -0.78 2.88 1.07  0.1517
C -0.66 1.70 0.95  0.0581
O -0.06 1.04 0.07  0.1340
C -1.34 0.82 2.15  0.0288
C -0.44 -0.37 2.54  0.0394
C -0.89 -0.85 3.93  -0.0048
C -2.22 -1.55 3.57  0.0209
C -2.27 -1.35 2.04  0.0307
O -0.89 -1.42 1.69  0.0694
C -2.61 0.12 1.77  0.1258
C -2.96 0.32 0.15  0.0653
O -3.63 1.28 -0.07  0.3490
O -2.48 -0.58 -0.56  0.1831
H -1.47 1.56 2.93  -0.0025
H 0.63 -0.21 2.42  0.0065
H -1.02 -0.04 4.64  0.0004
H -0.17 -1.56 4.33  0.0037
H -3.07 -1.12 4.07  0.0012
H -2.18 -2.62 3.80  0.0059
H -2.85 -2.08 1.49  -0.0045
H -3.50 0.50 2.25  -0.0101
Cl 0.47 -3.34 -1.68  0.0929
C 1.90 -3.86 -0.87  0.1080
C 2.44 -5.09 -1.18  -0.0370
C 3.57 -5.54 -0.51  0.1211
C 4.12 -4.79 0.51  -0.0519
C 3.59 -3.55 0.83  0.0892
Cl 4.25 -2.64 2.11  0.0231
C 2.49 -3.03 0.10  -0.0162
S 2.02 -1.40 0.39  0.7969
H 1.98 -5.70 -1.95  0.0028
H 4.01 -6.49 -0.78  0.0063
H 4.97 -5.16 1.06  0.0001
I -2.35 1.22 -6.10  0.0024
C -1.15 0.87 -4.43  -0.0009
C -0.34 1.79 -3.77  0.0065
N 0.20 1.14 -2.73  -0.0031
N -0.20 -0.14 -2.69  0.0901
C -1.02 -0.32 -3.71  0.0011
H -0.14 2.81 -4.00  0.0006
H 0.74 1.52 -1.97  -0.0004
H -1.47 -1.28 -3.92  -0.0001

ORCA calculation (wB97M-V/def2-TZVPD) on 2 unconnected molecules or ions with the total composition C2H9N2O in a non-equilibrium geometry.

Properties
Strongest force on any atom: 4.14 eV/A
ΔE to the lowest compared entry with this formula, charge and spin: 1.982 eV
Charge: +1
E: -266.07883 hartree

Each line ends with the Mulliken charge.
Cartesian coordinates (Å):
C -0.69 1.98 -0.52  -0.7594
N 0.95 -1.24 -1.49  -0.4568
C 0.67 -0.01 -0.91  0.1394
N -0.21 0.82 -1.40  -0.1887
H 0.18 2.68 -0.62  0.3588
H -0.84 1.53 0.50  0.2897
H -1.43 2.50 -0.98  0.3434
H 1.68 -1.77 -1.06  0.2830
H 0.17 -1.89 -1.79  0.2821
H 1.08 0.26 0.05  0.3745
H -0.41 0.53 -2.42  0.3300
H -0.65 -1.14 3.89  0.3225
H -0.42 -2.59 3.38  0.3347
O -0.07 -1.66 3.37  -0.6531